No. 1
Computed, not measured: a structure of composition C38H31N5O7S2Tb in a non-equilibrium geometry, with ωB97M-V/def2-TZVPD.

Values from the calculation:
orbital gap (alpha / beta)	6.5067 / 6.5145	eV
<S²>	12.05
highest occupied orbital energy (alpha / beta)	-4.5 / -4.5	eV

The geometry in ORCA input format:
```
! wB97M-V def2-TZVPD RIJCOSX def2/J DEFGRID3
* xyz -1 7
Tb 0.2297 -0.1783 0.0028
O 1.7047 -4.3301 0.7492
C 1.4651 -3.2356 0.2376
N 1.6111 -2.0102 0.7583
C 2.3406 -1.8342 1.9472
C 3.3877 -2.6759 2.3306
C 4.1535 -2.4063 3.4519
C 3.8923 -1.2761 4.2084
C 2.8533 -0.4330 3.8525
C 2.0596 -0.6923 2.7324
N 1.0531 0.1794 2.2788
C 0.4213 0.9822 3.1414
O 0.4593 1.0035 4.3737
C -0.4694 1.9961 2.4553
C -1.3642 2.7237 3.2317
C -2.1691 3.6649 2.6227
C -2.0349 3.8679 1.2560
C -1.1101 3.1069 0.5638
N -0.3392 2.1874 1.1400
C 0.9761 -3.2185 -1.1975
C 0.6712 -4.4329 -1.8007
C 0.3357 -4.4526 -3.1411
C 0.3403 -3.2546 -3.8426
C 0.6570 -2.0941 -3.1588
N 0.9622 -2.0593 -1.8634
H 3.5963 -3.5518 1.7371
H 4.9544 -3.0805 3.7320
H 4.4960 -1.0462 5.0787
H 2.6412 0.4390 4.4503
H -1.3992 2.5170 4.2915
H -2.8913 4.2332 3.1961
H -2.6387 4.5919 0.7302
H -0.9747 3.2327 -0.5036
H 0.7070 -5.3252 -1.1930
H 0.0865 -5.3823 -3.6374
H 0.0985 -3.2143 -4.8965
H 0.6783 -1.1428 -3.6742
C -0.3277 -1.5247 -10.8704
C -0.2971 -1.1771 -9.4037
O 0.0950 -1.9131 -8.5400
S -0.8909 0.4796 -9.1160
C -0.6625 0.6996 -7.3670
C 0.0422 1.8088 -6.9220
C 0.2334 2.0029 -5.5654
C -0.2700 1.0888 -4.6408
C -0.9955 -0.0131 -5.1114
C -1.2030 -0.2040 -6.4622
C -0.0208 1.2018 -3.2335
C 0.2594 1.1276 -2.0432
H -0.6374 -2.5619 -10.9888
H 0.6846 -1.4268 -11.2651
H -0.9919 -0.8629 -11.4226
H 0.4393 2.5162 -7.6386
H 0.7842 2.8683 -5.2191
H -1.4040 -0.7166 -4.3985
H -1.7753 -1.0513 -6.8101
C -3.1246 7.8462 -1.1520
C -3.4921 6.5175 -1.7521
C -4.7259 5.9273 -1.4979
C -5.0385 4.6802 -2.0208
C -4.1169 4.0315 -2.8222
C -2.8889 4.6102 -3.1096
C -2.5824 5.8452 -2.5680
S -4.5188 2.4585 -3.5535
O -5.9130 2.2043 -3.3143
O -4.0517 2.5107 -4.9061
N -3.6717 1.2920 -2.7559
C -4.2466 0.7935 -1.5055
C -3.7219 -0.5918 -1.1030
C -2.3474 -0.6448 -0.4247
O -1.5393 -1.5650 -0.7192
O -2.0748 0.2128 0.4544
H -3.9122 8.2154 -0.4964
H -2.9506 8.5888 -1.9327
H -2.2065 7.7584 -0.5687
H -5.4500 6.4446 -0.8792
H -5.9898 4.2042 -1.8210
H -2.1857 4.0879 -3.7442
H -1.6183 6.2954 -2.7742
H -2.6619 1.4599 -2.7352
H -5.3119 0.7089 -1.7072
H -4.0944 1.4928 -0.6753
H -3.7187 -1.2597 -1.9630
H -4.4117 -0.9845 -0.3532
*
```

***

No. 2
Computed, not measured: a structure of composition C8H22CrFN2O2 in a non-equilibrium geometry, with ωB97M-V/def2-TZVPD.

Values from the calculation:
orbital gap (alpha / beta)	8.8608 / 10.3958	eV
<S²>	6.01
highest occupied orbital energy (alpha / beta)	-11.4 / -13.3	eV

The geometry in ORCA input format:
```
! wB97M-V def2-TZVPD RIJCOSX def2/J DEFGRID3
* xyz 1 5
Cr 0.3508 1.0265 -0.7961
F 0.1917 1.7795 -2.8264
C 3.9972 -0.8349 0.1814
C 2.5522 -0.5198 0.0335
C 1.8576 -0.1623 1.3483
O 0.5147 0.2684 1.1307
C -0.2606 0.2671 2.3338
N 2.4244 0.4507 -0.9948
H 4.5378 -1.0673 -0.7361
H 4.1921 -1.6387 0.8914
H 4.5130 -0.0144 0.6804
H 2.0871 -1.4410 -0.3173
H 2.3617 0.7347 1.7081
H 2.0366 -0.9653 2.0633
H -1.3161 0.5111 2.2133
H -0.0167 1.0459 3.0563
H -0.2381 -0.7470 2.7327
H 2.9919 0.0350 -1.7196
H 2.9990 1.2207 -0.6832
C -2.2032 -1.7873 -0.0997
C -2.0372 -0.8929 -1.3618
C -2.6251 0.4861 -1.1780
O -1.7955 1.2470 -0.2515
C -2.4565 2.3312 0.5066
N -0.5793 -0.7720 -1.6444
H -2.1082 -2.8457 -0.3424
H -3.1765 -1.6106 0.3580
H -1.4547 -1.5935 0.6685
H -2.5004 -1.3645 -2.2286
H -3.6270 0.4316 -0.7522
H -2.6606 1.0506 -2.1098
H -3.1367 1.8676 1.2211
H -3.0923 2.9759 -0.1003
H -1.6955 2.8353 1.1023
H -0.4205 -0.6156 -2.6295
H -0.2070 -1.6922 -1.4577
*
```

***

No. 3
Computed, not measured: a cluster of 2 separate species, C4H13N2O in total in a non-equilibrium geometry, with ωB97M-V/def2-TZVPD.

Values from the calculation:
orbital gap (alpha / beta)	3.5682 / 9.8814	eV
<S²>	0.75
highest occupied orbital energy (alpha / beta)	-2.9 / -9.3	eV

The geometry in ORCA input format:
```
! wB97M-V def2-TZVPD RIJCOSX def2/J DEFGRID3
* xyz 0 2
C 1.6083 2.3864 0.3603
C 1.5766 1.1378 -0.6037
C 0.5849 0.1863 -0.0302
C -0.6285 0.0814 -0.6773
N -1.6014 -0.4984 0.2719
N 1.0599 -0.5051 1.1571
H 2.2394 2.2693 1.3702
H 1.8695 3.1914 -0.2843
H 0.5458 2.4901 0.7062
H 1.2355 1.3964 -1.6254
H 2.6193 0.8809 -0.7279
H -0.7548 0.4183 -1.6986
H -2.3383 0.1314 0.4508
H -1.0874 -0.6912 1.1713
H -1.9505 -1.4284 -0.2120
H 1.9067 -0.0892 1.4461
H 1.0797 -1.4976 0.9426
H -2.1684 -3.8915 -0.8677
H -3.3916 -3.0330 -0.4388
O -2.4047 -2.9354 -0.7108
*
```

***

No. 4
Computed, not measured: a structure of composition C40H39MgNO7P2S2 in a non-equilibrium geometry, with ωB97M-V/def2-TZVPD.

Values from the calculation:
orbital gap	5.3865	eV
highest occupied orbital energy	-5.6	eV

The geometry in ORCA input format:
```
! wB97M-V def2-TZVPD RIJCOSX def2/J DEFGRID3
* xyz 0 1
Mg 0.9413 -0.9808 0.4087
O 1.3206 -1.4954 4.1288
S 0.1551 -0.9126 3.5026
O -0.1558 0.4404 3.8558
O 0.2380 -1.1114 2.0237
C -1.1934 -2.0209 3.9317
C -1.0995 -2.5472 5.2140
C -2.0208 -3.4792 5.6613
C -3.0251 -3.9175 4.8115
C -3.1236 -3.4010 3.5305
C -2.2251 -2.4399 3.0867
S -2.6441 -1.7029 1.4756
O -3.9688 -2.1920 1.1719
O -2.4826 -0.2807 1.6348
O -0.7789 -1.2898 -0.4667
H -0.2786 -2.2143 5.8349
H -1.9554 -3.8635 6.6705
H -3.7446 -4.6505 5.1516
H -3.9131 -3.7036 2.8558
O 2.9646 -0.6248 0.1434
C 3.9229 -1.5460 -0.4033
C 3.5584 -1.9854 -1.8215
C 2.1149 -2.5157 -1.9374
C 1.8165 -3.5126 -0.8556
C 1.8642 -4.8817 -1.0624
C 1.6889 -5.7343 0.0146
C 1.5005 -5.1874 1.2775
C 1.4434 -3.8160 1.4073
N 1.5723 -2.9899 0.3592
H 3.1953 0.2826 -0.1054
H 3.9426 -2.4036 0.2640
H 4.9158 -1.0959 -0.3915
H 4.2627 -2.7680 -2.1125
H 3.6780 -1.1482 -2.5136
H 1.9632 -2.9519 -2.9229
H 1.4124 -1.6850 -1.8354
H 2.0196 -5.2718 -2.0592
H 1.7138 -6.8066 -0.1238
H 1.3888 -5.8214 2.1455
H 1.2942 -3.3348 2.3677
C -0.6496 1.7433 0.5800
C 0.4076 2.8651 0.4851
P 1.8611 2.4075 -0.5657
C 3.0197 3.7977 -0.2266
C 3.7370 4.4233 -1.2459
C 4.6209 5.4524 -0.9579
C 4.8165 5.8601 0.3530
C 4.1399 5.2163 1.3785
C 3.2572 4.1867 1.0926
C 1.3722 2.7612 -2.2939
C 0.9061 4.0050 -2.7114
C 0.5213 4.1948 -4.0259
C 0.6064 3.1517 -4.9409
C 1.0953 1.9186 -4.5405
C 1.4853 1.7323 -3.2238
P -1.5834 1.4203 -1.0123
C -3.2684 1.9271 -0.4639
C -3.4278 3.3025 -0.2848
C -4.6498 3.8362 0.0902
C -5.7376 2.9951 0.2781
C -5.5908 1.6296 0.0843
C -4.3674 1.0951 -0.2959
C -1.6270 -0.3960 -1.2047
C -1.4249 -2.4385 0.1786
C -1.9702 -3.4707 -0.6695
C -2.6240 -3.2995 -1.8693
C -2.8506 -2.1267 -2.5840
C -2.4479 -0.8349 -2.2019
H -1.3723 1.9767 1.3552
H -0.1725 0.8044 0.9095
H 0.7999 3.0303 1.4906
H -0.0166 3.8049 0.1259
H 3.5936 4.1124 -2.2719
H 5.1559 5.9399 -1.7630
H 5.4980 6.6708 0.5754
H 4.2994 5.5173 2.4059
H 2.7477 3.6864 1.9072
H 0.8302 4.8220 -2.0037
H 0.1443 5.1593 -4.3416
H 0.2934 3.3021 -5.9659
H 1.1644 1.1010 -5.2464
H 1.8537 0.7642 -2.9049
H -2.5775 3.9597 -0.4462
H -4.7584 4.9063 0.2197
H -6.6979 3.4042 0.5663
H -6.4361 0.9685 0.2312
H -4.2703 0.0277 -0.4384
H -0.7256 -2.8632 0.8875
H -1.8981 -4.4696 -0.2554
H -3.0083 -4.2089 -2.3216
H -3.4641 -2.1989 -3.4731
H -2.8890 -0.0126 -2.7621
*
```

***

Copy entry 1 word for word.
Computed, not measured: a structure of composition C38H31N5O7S2Tb in a non-equilibrium geometry, with ωB97M-V/def2-TZVPD.

Values from the calculation:
orbital gap (alpha / beta)	6.5067 / 6.5145	eV
<S²>	12.05
highest occupied orbital energy (alpha / beta)	-4.5 / -4.5	eV

The geometry in ORCA input format:
```
! wB97M-V def2-TZVPD RIJCOSX def2/J DEFGRID3
* xyz -1 7
Tb 0.2297 -0.1783 0.0028
O 1.7047 -4.3301 0.7492
C 1.4651 -3.2356 0.2376
N 1.6111 -2.0102 0.7583
C 2.3406 -1.8342 1.9472
C 3.3877 -2.6759 2.3306
C 4.1535 -2.4063 3.4519
C 3.8923 -1.2761 4.2084
C 2.8533 -0.4330 3.8525
C 2.0596 -0.6923 2.7324
N 1.0531 0.1794 2.2788
C 0.4213 0.9822 3.1414
O 0.4593 1.0035 4.3737
C -0.4694 1.9961 2.4553
C -1.3642 2.7237 3.2317
C -2.1691 3.6649 2.6227
C -2.0349 3.8679 1.2560
C -1.1101 3.1069 0.5638
N -0.3392 2.1874 1.1400
C 0.9761 -3.2185 -1.1975
C 0.6712 -4.4329 -1.8007
C 0.3357 -4.4526 -3.1411
C 0.3403 -3.2546 -3.8426
C 0.6570 -2.0941 -3.1588
N 0.9622 -2.0593 -1.8634
H 3.5963 -3.5518 1.7371
H 4.9544 -3.0805 3.7320
H 4.4960 -1.0462 5.0787
H 2.6412 0.4390 4.4503
H -1.3992 2.5170 4.2915
H -2.8913 4.2332 3.1961
H -2.6387 4.5919 0.7302
H -0.9747 3.2327 -0.5036
H 0.7070 -5.3252 -1.1930
H 0.0865 -5.3823 -3.6374
H 0.0985 -3.2143 -4.8965
H 0.6783 -1.1428 -3.6742
C -0.3277 -1.5247 -10.8704
C -0.2971 -1.1771 -9.4037
O 0.0950 -1.9131 -8.5400
S -0.8909 0.4796 -9.1160
C -0.6625 0.6996 -7.3670
C 0.0422 1.8088 -6.9220
C 0.2334 2.0029 -5.5654
C -0.2700 1.0888 -4.6408
C -0.9955 -0.0131 -5.1114
C -1.2030 -0.2040 -6.4622
C -0.0208 1.2018 -3.2335
C 0.2594 1.1276 -2.0432
H -0.6374 -2.5619 -10.9888
H 0.6846 -1.4268 -11.2651
H -0.9919 -0.8629 -11.4226
H 0.4393 2.5162 -7.6386
H 0.7842 2.8683 -5.2191
H -1.4040 -0.7166 -4.3985
H -1.7753 -1.0513 -6.8101
C -3.1246 7.8462 -1.1520
C -3.4921 6.5175 -1.7521
C -4.7259 5.9273 -1.4979
C -5.0385 4.6802 -2.0208
C -4.1169 4.0315 -2.8222
C -2.8889 4.6102 -3.1096
C -2.5824 5.8452 -2.5680
S -4.5188 2.4585 -3.5535
O -5.9130 2.2043 -3.3143
O -4.0517 2.5107 -4.9061
N -3.6717 1.2920 -2.7559
C -4.2466 0.7935 -1.5055
C -3.7219 -0.5918 -1.1030
C -2.3474 -0.6448 -0.4247
O -1.5393 -1.5650 -0.7192
O -2.0748 0.2128 0.4544
H -3.9122 8.2154 -0.4964
H -2.9506 8.5888 -1.9327
H -2.2065 7.7584 -0.5687
H -5.4500 6.4446 -0.8792
H -5.9898 4.2042 -1.8210
H -2.1857 4.0879 -3.7442
H -1.6183 6.2954 -2.7742
H -2.6619 1.4599 -2.7352
H -5.3119 0.7089 -1.7072
H -4.0944 1.4928 -0.6753
H -3.7187 -1.2597 -1.9630
H -4.4117 -0.9845 -0.3532
*
```